# 1
67
Properties=species:S:1:pos:R:3:lowdin_charge:R:1 method="wB97M-V/def2-TZVPD" multiplicity=2 homo_lumo_gap_ev="5.39 / 5.67" e_homo_ev="-3.365 / -3.646" lumo_energy_ev="2.021 / 2.021" total_charge=-1
Mn 0.538 0.450 -0.549 0.098
C -2.737 6.254 0.860 -0.065
C -2.304 4.815 0.946 -0.287
C -1.763 4.286 2.117 -0.047
C -1.291 2.991 2.176 -0.027
C -1.346 2.120 1.073 -0.293
N -0.815 0.842 1.088 -0.056
C -0.802 0.216 2.325 -0.252
C -1.968 0.135 3.109 -0.035
C -2.013 -0.532 4.316 -0.055
C -0.891 -1.192 4.816 -0.291
C -0.944 -1.977 6.099 -0.065
C 0.267 -1.133 4.057 0.009
C 0.327 -0.430 2.858 -0.105
N 1.592 -0.364 2.208 -0.073
C 2.797 -0.232 2.796 -0.064
C 3.755 -0.429 1.829 -0.041
C 3.025 -0.677 0.657 -0.146
N 1.720 -0.639 0.895 0.007
C -1.918 2.664 -0.090 -0.141
C -2.359 3.978 -0.155 0.009
N -2.054 1.864 -1.262 -0.054
C -3.086 1.871 -2.130 -0.068
C -2.738 1.072 -3.195 -0.051
C -1.452 0.611 -2.883 -0.139
N -1.050 1.090 -1.718 -0.001
H -3.208 6.582 1.788 0.070
H -3.451 6.404 0.049 0.069
H -1.884 6.912 0.674 0.080
H -1.676 4.917 2.995 0.109
H -0.835 2.632 3.090 0.117
H -2.854 0.641 2.739 0.120
H -2.941 -0.553 4.878 0.106
H -1.672 -1.550 6.791 0.071
H 0.027 -1.986 6.597 0.071
H -1.231 -3.016 5.921 0.076
H 1.161 -1.644 4.398 0.117
H 2.876 -0.002 3.845 0.123
H 4.822 -0.359 1.942 0.093
H 3.364 -0.827 -0.356 0.074
H -2.733 4.351 -1.102 0.117
H -3.978 2.433 -1.915 0.120
H -3.329 0.850 -4.066 0.087
H -0.788 -0.034 -3.435 0.092
S 1.565 2.471 -0.011 0.682
C 2.826 2.564 -1.207 -0.733
C 3.714 3.687 -1.114 -0.308
N 4.407 4.603 -1.027 0.124
C 2.993 1.642 -2.199 -0.736
S 1.994 0.225 -2.370 0.620
C 4.043 1.804 -3.161 -0.310
N 4.883 1.936 -3.940 0.122
C 0.422 -4.615 -4.045 -0.100
C 0.596 -4.741 -2.531 -0.250
C -0.026 -3.589 -1.807 -0.618
N 0.536 -2.445 -1.685 0.038
N -0.233 -1.519 -1.035 -0.076
C -1.393 -1.990 -0.664 -0.684
N -2.340 -1.250 -0.038 0.113
S -1.633 -3.643 -1.128 1.075
H 0.902 -5.448 -4.560 0.068
H 0.870 -3.685 -4.394 0.079
H -0.635 -4.607 -4.317 0.071
H 1.657 -4.748 -2.277 0.113
H 0.165 -5.677 -2.172 0.097
H -1.941 -0.403 0.405 0.050
H -3.007 -1.755 0.520 0.089

=====

# 2
76
Properties=species:S:1:pos:R:3:lowdin_charge:R:1 method="wB97M-V/def2-TZVPD" multiplicity=1 homo_lumo_gap_ev=7.17 e_homo_ev=-11.250 lumo_energy_ev=-4.083 total_charge=+1
N 6.442 -2.743 -0.495 0.131
C 5.821 -2.024 -1.327 -0.225
C 4.603 -2.572 -1.969 -0.143
N 3.406 -1.916 -1.442 0.087
C 2.280 -2.575 -1.202 -0.336
N 2.071 -3.873 -1.408 0.185
C 0.824 -4.080 -1.051 -0.469
P 0.123 -5.755 -1.257 0.353
S 0.079 -6.290 -3.096 0.193
N 0.240 -2.968 -0.613 0.115
N 1.180 -1.980 -0.714 0.173
H 7.268 -2.272 -0.138 0.061
H 6.158 -1.038 -1.615 0.115
H 4.561 -3.628 -1.786 0.118
H 4.651 -2.441 -3.040 0.120
H 3.424 -0.923 -1.267 0.109
H -1.107 -5.684 -0.600 -0.020
H 0.974 -6.479 -0.435 -0.009
H -0.702 -2.823 -0.292 0.167
H 1.057 -1.004 -0.470 0.135
C 3.328 3.596 1.727 0.085
C 3.889 3.074 2.832 -0.229
C 3.825 1.595 3.144 -0.297
O 4.372 1.211 4.152 0.137
C 3.110 0.718 2.220 0.082
C 2.560 1.257 1.134 -0.209
C 2.640 2.725 0.810 -0.298
O 2.100 3.069 -0.227 0.094
O 1.877 0.580 0.199 0.017
O 4.535 3.784 3.728 0.143
H 3.370 4.651 1.495 0.141
H 3.052 -0.335 2.462 0.128
H 1.633 1.264 -0.468 0.106
H 4.843 3.171 4.421 0.130
C 2.535 2.577 -3.325 0.083
C 2.421 3.127 -4.551 -0.215
C 2.403 2.281 -5.809 -0.298
O 2.278 2.865 -6.861 0.139
C 2.535 0.839 -5.674 0.091
C 2.653 0.308 -4.453 -0.223
C 2.647 1.155 -3.207 -0.262
O 2.738 0.566 -2.130 0.026
O 2.774 -0.992 -4.239 0.117
O 2.315 4.412 -4.766 0.157
H 2.544 3.167 -2.420 0.116
H 2.533 0.240 -6.574 0.143
H 2.862 -1.122 -3.282 0.064
H 2.243 4.541 -5.733 0.134
C -0.910 -0.436 4.861 0.083
C -2.194 -0.052 4.988 -0.226
C -3.132 0.009 3.801 -0.285
O -4.276 0.347 4.006 0.130
C -2.616 -0.338 2.480 0.097
C -1.342 -0.712 2.381 -0.220
C -0.415 -0.797 3.560 -0.305
O 0.721 -1.176 3.310 0.087
O -0.724 -1.057 1.244 0.048
O -2.740 0.296 6.127 0.147
H -0.231 -0.488 5.700 0.141
H -3.295 -0.272 1.637 0.119
H 0.189 -1.255 1.551 0.082
H -3.672 0.525 5.950 0.131
C -6.974 0.970 1.769 0.074
C -8.257 1.354 1.871 -0.230
C -9.178 1.407 0.671 -0.309
O -10.323 1.752 0.878 0.121
C -8.644 1.053 -0.629 0.079
C -7.363 0.674 -0.725 -0.238
C -6.455 0.599 0.479 -0.306
O -5.307 0.224 0.278 0.072
O -6.778 0.332 -1.859 0.119
O -8.829 1.712 2.997 0.135
H -6.307 0.925 2.619 0.115
H -9.303 1.107 -1.484 0.138
H -5.858 0.104 -1.632 0.113
H -9.756 1.936 2.782 0.126

=====

# 3
68
Properties=species:S:1:pos:R:3:lowdin_charge:R:1 method="wB97M-V/def2-TZVPD" multiplicity=2 homo_lumo_gap_ev="5.50 / 7.14" e_homo_ev="-3.276 / -5.228" de_lowest_kj_mol=71.83 lumo_energy_ev="2.221 / 1.908" total_charge=-1
Hg 14.248 16.000 7.215 0.986
O 14.638 11.448 8.390 0.019
C 13.515 10.899 7.922 -0.257
C 13.453 9.459 8.023 -0.003
C 12.316 8.795 7.550 -0.106
C 11.307 9.537 6.933 -0.124
C 11.393 10.915 6.779 -0.052
C 12.484 11.604 7.272 -0.134
C 12.646 13.072 6.992 -0.468
O 13.811 13.656 7.417 -0.420
N 11.431 13.645 7.579 -0.028
N 10.864 14.727 7.076 0.042
C 9.931 15.332 7.758 -0.224
C 9.138 16.376 7.212 -0.739
Br 9.343 16.853 5.460 0.903
C 8.290 16.940 7.977 -0.155
C 7.267 17.990 7.888 -0.204
C 7.538 19.129 7.131 -0.074
C 6.815 20.302 7.247 -0.105
C 5.756 20.373 8.105 -0.120
C 5.414 19.235 8.826 -0.104
C 6.126 18.029 8.730 -0.028
H 14.524 12.405 8.138 0.033
H 14.290 8.941 8.397 0.086
H 12.186 7.718 7.629 0.091
H 10.417 9.061 6.581 0.078
H 10.723 11.518 6.161 0.118
H 12.484 13.245 5.859 0.152
H 11.316 13.429 8.607 0.169
H 9.746 15.115 8.805 0.112
H 8.284 16.477 8.986 0.124
H 8.395 19.203 6.459 0.055
H 7.141 21.144 6.611 0.109
H 5.070 21.244 8.135 0.109
H 4.491 19.309 9.403 0.096
H 5.802 17.147 9.322 0.119
O 10.348 18.376 12.960 -0.084
C 9.694 17.632 11.902 -0.255
C 10.624 17.201 10.866 -0.258
C 11.450 16.024 11.143 -0.020
C 12.529 15.784 10.218 -0.170
N 12.794 16.524 9.140 0.001
C 11.935 17.608 8.817 -0.240
C 10.894 17.975 9.759 0.007
C 12.013 18.308 7.635 -0.252
C 11.274 19.448 7.292 0.023
C 11.390 19.926 5.944 -0.227
C 10.678 21.134 5.504 -0.239
O 11.282 21.802 4.422 -0.064
C 12.088 19.205 4.990 -0.067
C 12.867 18.167 5.464 -0.208
N 12.884 17.756 6.674 -0.029
H 10.869 19.003 12.408 0.093
H 8.837 18.268 11.615 0.117
H 9.187 16.801 12.438 0.124
H 11.459 15.401 12.050 0.099
H 13.243 15.017 10.470 0.097
H 10.271 18.886 9.668 0.121
H 10.711 20.121 7.897 0.100
H 10.739 21.847 6.340 0.134
H 9.640 20.966 5.254 0.114
H 11.338 21.207 3.657 0.073
H 12.145 19.499 3.899 0.122
H 13.526 17.647 4.758 0.114
Cl 17.035 13.213 6.669 0.231
Si 16.006 14.860 6.010 -0.744
Cl 17.602 16.093 5.234 0.055
Cl 15.113 14.102 4.301 0.178

=====

# 4
67
Properties=species:S:1:pos:R:3:lowdin_charge:R:1 method="wB97M-V/def2-TZVPD" multiplicity=1 homo_lumo_gap_ev=7.04 e_homo_ev=-12.112 de_lowest_kj_mol=192.56 lumo_energy_ev=-5.076 total_charge=+2
Ir 2.796 -1.712 2.033 0.845
O 3.330 -3.413 2.981 -0.464
N 4.249 -3.386 3.971 -0.181
C 4.241 -4.376 4.885 0.008
C 5.181 -4.364 5.875 -0.025
C 6.117 -3.321 5.910 -0.027
C 6.113 -2.348 4.942 -0.043
C 5.154 -2.399 3.920 -0.588
S 5.029 -1.272 2.626 0.800
H 3.471 -5.120 4.756 0.147
H 5.184 -5.153 6.611 0.121
H 6.843 -3.277 6.709 0.124
H 6.825 -1.536 4.942 0.123
F -1.740 -0.878 -2.974 0.075
C -1.303 0.099 -2.155 -0.179
C -0.357 -0.213 -1.225 0.101
C 0.154 0.777 -0.380 -0.040
C 1.169 0.464 0.607 -0.272
O 1.630 -0.713 0.642 -0.282
C 1.564 1.501 1.469 -0.016
C 1.060 2.759 1.279 0.076
N 0.152 3.075 0.346 0.029
C -0.265 4.455 0.174 -0.253
C -1.637 4.874 0.619 -0.087
C -0.423 5.332 1.372 -0.067
C -0.332 2.086 -0.504 -0.098
C -1.312 2.380 -1.459 0.070
C -1.816 1.404 -2.303 -0.124
N -2.837 1.736 -3.216 -0.091
C -2.710 2.942 -4.022 -0.120
C -4.051 3.683 -4.002 -0.064
N -5.143 2.658 -3.813 0.063
C -4.824 1.405 -4.575 -0.071
C -3.633 0.715 -3.893 -0.125
C 2.526 1.308 2.604 -0.572
O 2.971 2.282 3.168 0.104
O 2.850 0.098 2.958 -0.300
H 0.008 -1.229 -1.152 0.140
H 1.423 3.559 1.911 0.155
H 0.140 4.902 -0.725 0.160
H -2.253 4.126 1.100 0.117
H -2.172 5.589 0.010 0.106
H -0.263 4.908 2.353 0.115
H -0.100 6.357 1.272 0.119
H -1.702 3.385 -1.515 0.109
H -2.430 2.686 -5.051 0.140
H -1.931 3.590 -3.636 0.129
H -4.243 4.207 -4.936 0.142
H -4.126 4.389 -3.177 0.136
H -6.046 3.041 -4.092 0.190
H -5.197 2.424 -2.820 0.186
H -4.600 1.712 -5.594 0.140
H -5.702 0.764 -4.591 0.143
H -3.080 0.165 -4.658 0.137
H -3.988 -0.003 -3.156 0.137
Br 2.876 -3.384 0.034 0.943
C 1.141 -4.174 -0.086 -0.633
C 0.939 -4.944 -1.225 -0.122
C -0.266 -5.600 -1.409 -0.056
C -1.261 -5.503 -0.449 -0.060
C -1.067 -4.719 0.676 -0.149
C 0.131 -4.034 0.858 -0.667
I 0.266 -2.850 2.576 1.203
H 1.731 -5.040 -1.955 0.108
H -0.419 -6.192 -2.300 0.119
H -2.190 -6.044 -0.567 0.118
H -1.846 -4.643 1.423 0.097

=====

# 5
66
Properties=species:S:1:pos:R:3:lowdin_charge:R:1 method="wB97M-V/def2-TZVPD" multiplicity=1 homo_lumo_gap_ev="5.93 / 5.12" e_homo_ev="-13.841 / -13.832" de_lowest_kj_mol=3.24 lumo_energy_ev="-7.913 / -8.715" total_charge=+2
W -0.498 0.054 -0.115 2.041
C -1.636 -0.478 4.150 0.029
C -1.608 -0.489 2.670 -0.195
N -1.016 0.391 1.949 -0.072
N -0.378 1.449 2.556 0.137
C 0.204 2.177 1.667 -0.343
O 0.065 1.869 0.361 -0.190
C 1.056 3.294 2.043 -0.175
C 1.330 3.541 3.388 -0.010
C 2.172 4.582 3.730 -0.046
C 2.739 5.374 2.735 -0.042
C 2.467 5.128 1.396 -0.053
C 1.627 4.084 1.047 -0.032
C -2.332 -1.487 1.868 -0.189
C -3.137 -2.465 2.392 0.046
C -3.861 -3.265 1.511 0.017
C -3.757 -3.041 0.151 0.010
C -2.903 -2.048 -0.297 -0.065
N -2.214 -1.301 0.551 -0.009
H -1.066 0.355 4.542 0.084
H -1.220 -1.417 4.524 0.115
H -2.669 -0.411 4.503 0.114
H 0.886 2.916 4.152 0.116
H 2.393 4.778 4.771 0.117
H 3.399 6.187 3.009 0.118
H 2.912 5.747 0.628 0.116
H 1.417 3.874 0.006 0.118
H -3.216 -2.593 3.463 0.134
H -4.504 -4.049 1.891 0.135
H -4.316 -3.628 -0.563 0.131
H -2.760 -1.854 -1.352 0.131
C -3.317 3.090 -0.955 0.037
C -2.376 2.014 -1.356 -0.341
O -2.131 1.100 -0.481 -0.159
C -1.817 1.943 -2.622 0.049
C -1.068 0.867 -3.046 -0.223
C -0.666 0.721 -4.468 0.009
N -0.679 -0.098 -2.157 -0.094
N 0.045 -1.124 -2.703 0.132
C 0.410 -1.961 -1.783 -0.345
O -0.065 -1.763 -0.544 -0.205
C 1.333 -3.057 -2.019 -0.153
C 1.770 -3.325 -3.319 -0.003
C 2.669 -4.351 -3.535 -0.041
C 3.140 -5.104 -2.462 -0.034
C 2.710 -4.834 -1.168 -0.046
C 1.803 -3.812 -0.942 -0.009
H -3.459 3.098 0.123 0.102
H -4.286 2.937 -1.438 0.117
H -2.933 4.055 -1.289 0.113
H -2.050 2.721 -3.335 0.144
H -1.080 1.528 -5.064 0.098
H -0.999 -0.243 -4.855 0.105
H 0.424 0.720 -4.541 0.110
H 1.399 -2.732 -4.145 0.120
H 3.009 -4.569 -4.540 0.120
H 3.847 -5.904 -2.638 0.121
H 3.081 -5.424 -0.339 0.117
H 1.460 -3.596 0.060 0.119
Cl 4.034 1.377 1.113 0.698
C 3.543 -0.147 0.341 -0.435
C 2.063 -0.101 0.193 -0.623
O 1.494 0.278 -0.886 -0.057
O 1.263 -0.393 1.123 -0.036
H 3.832 -0.972 0.984 0.102
H 4.018 -0.213 -0.632 0.101

=====

# 6
66
Properties=species:S:1:pos:R:3:lowdin_charge:R:1 method="wB97M-V/def2-TZVPD" multiplicity=7 homo_lumo_gap_ev="4.48 / 4.64" e_homo_ev="-10.770 / -14.568" de_lowest_kj_mol=637.82 lumo_energy_ev="-6.294 / -9.926" total_charge=+2
Eu 0.301 0.413 -0.304 1.900
C -1.360 1.358 2.582 -0.140
N -1.541 1.665 1.150 -0.234
C -1.204 3.079 0.880 -0.127
C -1.381 3.374 -0.586 -0.273
C -1.972 4.544 -1.025 0.007
C -2.146 4.734 -2.388 -0.016
C -1.737 3.737 -3.258 -0.020
C -1.148 2.600 -2.736 -0.102
N -0.961 2.414 -1.423 0.011
C -2.947 1.381 0.779 -0.107
C -3.131 0.528 -0.449 -0.270
C -4.339 0.553 -1.128 0.002
C -4.539 -0.323 -2.181 -0.018
C -3.527 -1.207 -2.520 -0.025
C -2.346 -1.158 -1.806 -0.123
N -2.137 -0.302 -0.791 -0.005
C 0.045 1.565 3.041 -0.267
C 0.312 2.090 4.303 -0.003
C 1.617 2.196 4.735 -0.019
C 2.628 1.768 3.867 -0.019
C 2.285 1.272 2.612 -0.120
N 1.024 1.160 2.179 0.022
H -1.630 0.306 2.721 0.132
H -2.044 1.953 3.198 0.139
H -0.167 3.254 1.180 0.128
H -1.830 3.753 1.476 0.141
H -2.296 5.289 -0.311 0.127
H -2.602 5.641 -2.762 0.126
H -1.862 3.832 -4.327 0.122
H -0.809 1.813 -3.395 0.087
H -3.507 2.313 0.668 0.138
H -3.418 0.848 1.609 0.137
H -5.113 1.246 -0.825 0.128
H -5.474 -0.319 -2.726 0.125
H -3.640 -1.917 -3.327 0.120
H -1.526 -1.818 -2.053 0.096
H -0.509 2.404 4.934 0.125
H 1.852 2.598 5.710 0.123
H 3.670 1.825 4.145 0.115
H 3.058 0.956 1.930 0.084
N 1.038 -3.617 1.752 0.088
C -0.333 -3.637 1.816 -0.055
C -0.739 -2.443 1.315 -0.139
N 0.367 -1.695 0.948 -0.089
C 1.418 -2.442 1.230 -0.169
H 1.657 -4.351 2.054 0.169
H -0.880 -4.481 2.197 0.128
H -1.742 -2.076 1.183 0.093
H 2.449 -2.164 1.079 0.134
O 2.905 0.569 -0.113 -0.050
C 2.864 0.541 -1.343 -0.561
N 1.756 1.058 -1.991 -0.097
S 1.385 -0.088 -3.094 0.676
O 0.707 0.346 -4.265 -0.229
O 0.643 -1.044 -2.216 -0.399
C 3.011 -0.676 -3.339 -0.212
C 3.535 -1.454 -4.345 0.010
C 4.887 -1.775 -4.232 -0.003
C 5.643 -1.348 -3.146 0.002
C 5.082 -0.580 -2.127 0.033
C 3.752 -0.235 -2.251 -0.113
H 2.940 -1.790 -5.183 0.138
H 5.356 -2.365 -5.007 0.131
H 6.691 -1.612 -3.096 0.130
H 5.672 -0.244 -1.285 0.136

=====

# 7
64
Properties=species:S:1:pos:R:3:lowdin_charge:R:1 method="wB97M-V/def2-TZVPD" multiplicity=1 homo_lumo_gap_ev=8.37 e_homo_ev=-8.296 lumo_energy_ev=0.077 total_charge=0
C -0.172 -4.591 0.282 -0.057
H -0.970 -3.994 0.717 0.067
H -0.583 -5.544 -0.040 0.078
H 0.574 -4.776 1.051 0.082
C 0.467 -3.872 -0.903 -0.188
N 1.023 -2.591 -0.510 -0.039
C 2.335 -2.523 -0.219 0.029
C 2.993 -1.412 0.211 -0.025
C 2.273 -0.168 0.389 -0.314
O 2.777 0.892 0.766 0.032
C 0.848 -0.268 0.071 -0.062
C 0.050 0.870 0.209 0.078
C -1.290 0.835 -0.055 -0.176
C -1.939 -0.342 -0.487 -0.143
C -1.128 -1.471 -0.625 0.053
C 0.239 -1.464 -0.355 -0.129
H -1.596 -2.370 -0.985 0.100
N -3.272 -0.420 -0.815 -0.084
C -4.086 -1.551 -0.423 -0.116
H -3.468 -2.411 -0.176 0.112
C -4.930 -1.175 0.804 -0.103
N -5.737 -0.004 0.533 -0.045
C -7.080 -0.158 0.384 -0.384
O -7.619 -1.246 0.462 0.085
C -7.872 1.083 0.206 -0.195
C -7.844 2.289 0.863 -0.020
C -8.953 3.022 0.387 -0.050
C -9.572 2.211 -0.517 -0.105
O -8.934 1.042 -0.622 0.077
H -10.440 2.355 -1.129 0.124
H -9.245 4.009 0.678 0.102
H -7.138 2.601 1.606 0.118
C -4.956 1.136 0.112 -0.119
H -5.609 1.959 -0.168 0.115
H -4.310 1.455 0.936 0.128
C -4.095 0.733 -1.098 -0.119
H -3.485 1.570 -1.428 0.125
H -4.766 0.454 -1.920 0.135
H -5.605 -1.992 1.066 0.125
H -4.268 -0.956 1.650 0.137
H -4.751 -1.815 -1.252 0.137
F -1.997 1.976 0.158 0.050
H 0.513 1.783 0.551 0.136
C 4.458 -1.571 0.455 -0.457
O 5.030 -2.629 0.232 0.038
N 5.069 -0.478 0.941 0.078
H 4.509 0.367 1.049 0.115
C 6.488 -0.427 1.175 -0.120
C 7.186 0.595 0.315 -0.193
C 8.337 1.218 0.778 0.030
C 8.976 2.138 -0.029 -0.274
C 8.505 2.470 -1.286 -0.020
C 7.356 1.845 -1.739 -0.072
C 6.704 0.915 -0.948 -0.035
H 5.811 0.430 -1.313 0.113
H 6.969 2.085 -2.717 0.105
H 9.030 3.197 -1.884 0.114
F 10.097 2.738 0.430 0.052
H 8.740 0.993 1.754 0.124
H 6.875 -1.428 0.946 0.132
H 6.683 -0.215 2.232 0.129
H 2.913 -3.429 -0.345 0.144
H -0.257 -3.725 -1.707 0.118
H 1.282 -4.481 -1.300 0.125

=====

What is the multiplicity in the fifth record?
1

=====

Among the records above, which one has the highest multiplicity?
C28H26EuN7O3S